Entry 1:
ORCA calculation (ωB97M-V/def2-TZVPD) on 6 unconnected molecules or ions with the total composition C14H18F4N2O16 in a non-equilibrium geometry.

Last column: Mulliken spin population.
Geometry (Å):
C: 1.454 16.365 -23.565  0.000
C: 0.140 15.780 -23.132  0.000
O: -0.526 17.001 -22.846  0.000
C: -0.086 17.862 -23.733  0.000
O: -0.700 18.835 -24.200  0.000
O: 1.018 17.481 -24.273  0.000
F: 0.355 15.144 -21.947  0.000
H: 2.024 15.578 -24.060  0.000
H: 2.030 16.509 -22.652  0.000
H: -0.283 15.175 -23.934  0.000
C: 1.335 13.708 -18.627  0.015
C: 1.590 14.646 -17.425  0.002
O: 0.421 14.502 -16.589  0.049
C: -0.451 13.709 -17.253  -0.053
O: -1.561 13.490 -16.818  0.860
O: -0.019 13.491 -18.514  0.098
F: 1.599 15.938 -17.875  0.003
H: 1.917 12.791 -18.537  0.001
H: 1.477 14.202 -19.588  0.013
H: 2.504 14.440 -16.867  0.005
C: 6.581 11.613 -27.917  0.000
C: 6.712 13.099 -27.518  0.000
O: 6.113 13.129 -26.219  0.000
C: 5.281 12.062 -26.103  0.000
O: 4.557 11.852 -25.085  0.000
O: 5.438 11.218 -27.156  0.000
F: 5.973 13.781 -28.396  0.000
H: 7.445 10.976 -27.723  0.000
H: 6.405 11.366 -28.964  0.000
H: 7.738 13.456 -27.605  0.000
C: 0.139 7.125 -24.752  0.000
C: 0.098 7.593 -23.309  0.000
O: -1.013 6.874 -22.894  0.000
C: -1.130 5.736 -23.531  0.000
O: -1.829 4.785 -23.180  0.000
O: -0.236 5.767 -24.618  0.000
F: -0.152 8.904 -23.374  0.000
H: 1.100 7.081 -25.265  0.000
H: -0.554 7.583 -25.458  0.000
H: 1.008 7.386 -22.746  0.000
C: 5.554 7.485 -24.365  0.000
N: 4.154 7.486 -23.859  0.000
O: 3.353 6.740 -24.411  0.000
O: 3.829 8.184 -22.889  0.000
H: 5.828 6.431 -24.307  0.000
H: 6.234 8.114 -23.790  0.000
H: 5.609 7.712 -25.429  0.000
C: 2.004 10.716 -22.484  0.000
N: 2.248 11.749 -21.422  0.000
O: 2.685 11.484 -20.330  0.001
O: 2.005 12.925 -21.740  0.007
H: 2.974 10.635 -22.976  0.000
H: 1.228 10.995 -23.197  0.000
H: 1.685 9.779 -22.027  0.000

Summary:
* charge: +1
* gap between HOMO and LUMO (spin up / spin down): 8.01 / 1.91 eV
* multiplicity: 2
* E_LUMO (spin up / spin down): -4.606 / -10.713 eV

Entry 2:
ORCA calculation (ωB97M-V/def2-TZVPD) on 2 unconnected molecules or ions with the total composition CH4NO2SSi in a non-equilibrium geometry.

Last column: Löwdin charge in e.
Geometry (Å):
C: 3.487 0.702 0.785  -0.509
N: -2.657 -1.051 -0.003  -0.327
O: 3.768 0.971 -0.303  0.175
O: 3.272 0.481 1.897  0.168
Si: -1.867 0.357 -0.658  -0.025
S: 0.302 0.144 0.272  0.111
H: -1.933 -1.752 0.163  -0.054
H: -3.460 -1.581 -0.490  0.020
H: -1.536 0.316 -2.057  -0.267
H: 0.625 1.413 0.395  -0.293

Summary:
* charge: -1
* gap between HOMO and LUMO: 4.51 eV
* E_LUMO: 3.090 eV

Entry 3:
ORCA calculation (ωB97M-V/def2-TZVPD) on 2 unconnected molecules or ions with the total composition C4H8O2S in a non-equilibrium geometry.

Last column: Löwdin charge in e.
Geometry (Å):
C: -0.200 1.141 -0.500  -0.150
C: -0.059 -0.162 -0.454  -0.426
C: 2.566 -0.451 0.543  -0.263
C: -3.300 -0.525 -1.012  -0.143
O: 0.872 -2.400 0.052  -0.382
O: -3.200 -1.192 -0.019  -0.010
S: 1.407 -1.052 -0.748  0.952
H: 0.588 1.817 -0.843  0.048
H: -1.107 1.575 -0.153  0.029
H: 2.721 0.663 0.709  0.074
H: 3.621 -0.954 0.210  0.096
H: 2.170 -0.955 1.415  0.030
H: -4.177 -0.582 -1.680  0.082
H: -2.513 0.111 -1.283  0.019
H: -0.040 -2.130 0.323  0.045

Summary:
* gap between HOMO and LUMO: 8.63 eV
* E_LUMO: 0.565 eV

Entry 4:
ORCA calculation (ωB97M-V/def2-TZVPD) on 2 unconnected molecules or ions with the total composition C2H8N2S in a non-equilibrium geometry.

Last column: Löwdin charge in e.
Geometry (Å):
C: -1.999 0.143 0.098  -0.261
C: 1.908 -0.033 -0.289  -0.628
N: -0.818 0.806 0.438  0.032
N: 0.794 0.083 -1.132  -0.008
S: 1.879 -1.392 1.083  0.611
H: -2.272 0.224 -0.909  0.042
H: -1.862 -1.014 0.348  0.116
H: -2.855 0.510 0.659  0.079
H: 1.946 0.919 0.209  0.050
H: 2.800 -0.353 -0.850  0.067
H: -0.870 1.768 0.069  0.059
H: 0.345 -0.787 -1.583  0.084
H: 1.005 -0.875 1.860  -0.243

Summary:
* gap between HOMO and LUMO: 7.25 eV
* E_LUMO: -1.404 eV

Entry 5:
ORCA calculation (ωB97M-V/def2-TZVPD) on a molecular structure, H14NaO11S in a non-equilibrium geometry.

Last column: Löwdin charge in e.
Geometry (Å):
Na: -3.935 6.368 10.249  0.392
S: -2.547 7.921 13.342  0.272
O: -3.502 8.945 12.806  -0.449
O: -1.147 8.332 13.061  -0.433
O: -2.802 7.681 14.775  -0.417
O: -2.786 6.616 12.590  -0.451
O: -4.981 7.407 7.952  -0.032
H: -5.634 6.736 8.204  0.012
H: -5.325 7.823 7.156  0.044
O: -5.879 7.909 11.208  -0.006
H: -6.356 7.138 11.524  0.024
H: -6.542 8.404 10.711  0.061
O: -3.615 3.855 10.448  -0.033
H: -4.248 3.182 10.713  0.044
H: -2.760 3.414 10.426  0.060
O: -6.237 5.278 9.765  -0.024
H: -6.691 5.422 10.601  0.050
H: -6.574 4.432 9.449  0.070
O: -2.821 8.851 10.223  -0.094
H: -3.582 9.147 10.741  0.016
H: -2.096 8.918 10.868  0.032
O: -4.563 4.914 13.419  -0.139
H: -5.392 5.349 13.201  -0.021
H: -3.826 5.586 13.151  -0.013
O: -1.789 6.480 8.993  -0.043
H: -1.047 6.184 8.460  0.041
H: -1.679 7.440 9.104  0.038

Summary:
* charge: -1
* gap between HOMO and LUMO: 4.51 eV
* E_LUMO: 1.243 eV

Entry 6:
ORCA calculation (ωB97M-V/def2-TZVPD) on a molecular structure, C44H48BrN3SbV.

Last column: Mulliken spin population.
Geometry (Å):
V: -0.405 -0.674 0.611  2.915
C: -0.569 -1.149 -2.874  -0.001
C: 0.520 -2.204 -2.719  -0.012
C: 0.076 -3.405 -1.884  0.039
C: 1.892 -1.649 -2.350  -0.001
C: 2.757 -1.461 -3.421  -0.003
C: 4.085 -1.123 -3.240  0.005
C: 4.589 -1.109 -1.956  -0.003
C: 3.778 -1.308 -0.841  0.013
C: 4.510 -1.545 0.481  0.009
C: 5.450 -2.750 0.354  0.001
C: 5.287 -0.320 0.968  -0.001
C: 2.376 -1.415 -1.041  0.059
N: 1.461 -1.295 0.026  -0.062
C: 1.832 -0.725 1.156  -0.095
C: 1.071 -0.888 2.331  0.020
C: 1.300 -0.426 3.653  0.073
C: 0.394 -1.083 4.447  -0.031
C: -0.408 -1.897 3.590  0.112
N: -0.011 -1.778 2.331  0.023
C: -1.520 -2.821 4.021  -0.002
C: -2.627 -2.032 4.732  0.004
C: -0.924 -3.841 5.005  0.008
C: -2.110 -3.566 2.826  0.017
H: -0.246 -0.340 -3.531  -0.003
H: -0.836 -0.700 -1.912  0.034
H: -1.472 -1.594 -3.297  0.002
H: 0.679 -2.601 -3.726  0.001
H: -0.122 -3.154 -0.841  0.027
H: 0.848 -4.176 -1.881  0.002
H: -0.827 -3.845 -2.316  0.004
H: 2.375 -1.606 -4.425  0.000
H: 4.735 -0.960 -4.090  0.000
H: 5.653 -0.972 -1.807  0.000
H: 3.790 -1.828 1.250  -0.006
H: 6.253 -2.567 -0.359  0.000
H: 4.905 -3.637 0.029  0.000
H: 5.909 -2.965 1.321  0.000
H: 6.090 -0.074 0.270  0.000
H: 5.742 -0.514 1.940  0.000
H: 4.660 0.571 1.053  0.000
H: 2.701 -0.075 1.199  -0.035
H: 2.087 0.243 3.967  0.000
H: 0.310 -1.018 5.521  0.001
H: -2.226 -1.418 5.540  0.000
H: -3.355 -2.722 5.163  0.001
H: -3.155 -1.376 4.038  -0.001
H: -0.532 -3.351 5.897  0.000
H: -0.114 -4.404 4.540  -0.001
H: -1.696 -4.546 5.320  0.000
H: -2.546 -2.874 2.103  0.001
H: -2.900 -4.237 3.168  0.000
H: -1.352 -4.158 2.313  -0.002
Br: -2.204 0.877 2.320  0.008
C: -3.211 -0.169 1.098  0.071
C: -4.590 -0.120 1.117  -0.012
C: -5.265 -0.949 0.235  0.017
C: -4.538 -1.781 -0.605  -0.009
C: -3.161 -1.742 -0.556  0.091
N: -2.494 -0.933 0.281  -0.183
H: -5.106 0.541 1.797  0.000
H: -6.346 -0.949 0.212  -0.001
H: -5.031 -2.451 -1.295  0.000
H: -2.552 -2.368 -1.191  0.001
C: 1.117 5.884 1.704  0.000
C: 1.543 4.627 2.102  0.000
C: 1.075 3.498 1.442  0.003
C: 0.183 3.624 0.381  -0.008
C: -0.239 4.891 -0.016  -0.003
C: 0.226 6.017 0.646  -0.001
Sb: -0.411 1.890 -0.666  -0.123
C: 0.474 2.234 -2.556  0.011
C: 1.750 1.729 -2.787  -0.001
C: 2.381 1.962 -4.000  0.001
C: 1.737 2.695 -4.987  0.000
C: 0.463 3.198 -4.761  0.001
C: -0.169 2.971 -3.546  -0.003
C: -2.453 2.319 -1.065  -0.003
C: -3.099 1.650 -2.105  0.010
C: -4.462 1.816 -2.309  0.001
C: -5.194 2.650 -1.473  -0.001
C: -4.558 3.319 -0.436  0.001
C: -3.194 3.153 -0.232  0.001
H: 1.481 6.766 2.216  0.000
H: 2.237 4.523 2.926  0.000
H: 1.405 2.515 1.765  0.012
H: -0.927 5.005 -0.847  0.000
H: -0.103 6.999 0.334  0.000
H: 2.259 1.134 -2.035  0.003
H: 3.372 1.563 -4.173  0.000
H: 2.228 2.874 -5.935  0.000
H: -0.040 3.770 -5.530  0.000
H: -1.163 3.369 -3.380  0.000
H: -2.539 1.004 -2.773  -0.001
H: -4.950 1.303 -3.128  0.000
H: -6.255 2.788 -1.638  0.000
H: -5.122 3.980 0.210  0.000
H: -2.710 3.686 0.578  0.000

Summary:
* charge: +1
* gap between HOMO and LUMO (spin up / spin down): 6.78 / 7.07 eV
* multiplicity: 4
* E_LUMO (spin up / spin down): -2.766 / -2.952 eV

Entry 7:
ORCA calculation (ωB97M-V/def2-TZVPD) on a molecular structure, C62H73N3OP2ReS.

Last column: Mulliken spin population.
Geometry (Å):
Re: 0.656 1.433 -0.194  0.858
C: -3.756 1.701 3.693  0.000
C: -2.901 1.769 4.951  0.000
C: -3.275 3.046 5.717  0.000
C: -3.210 0.537 5.815  0.000
C: -1.407 1.792 4.633  0.001
C: -0.509 1.900 5.713  -0.002
C: 0.853 1.900 5.535  0.003
C: 1.336 1.784 4.237  -0.006
S: 2.991 1.721 3.733  0.013
C: 2.476 1.563 2.114  0.059
N: 1.171 1.581 1.920  -0.028
C: 0.481 1.690 3.137  0.013
C: -0.903 1.696 3.343  -0.005
C: 3.375 1.352 0.995  -0.044
C: 4.751 1.233 1.163  0.002
C: 5.554 1.022 0.055  0.004
C: 4.970 0.931 -1.204  -0.004
C: 3.595 1.053 -1.351  0.012
C: 2.744 1.265 -0.264  -0.035
H: -4.812 1.728 3.964  0.000
H: -3.578 0.777 3.134  0.000
H: -3.561 2.545 3.031  0.000
H: -4.344 3.044 5.939  0.000
H: -3.050 3.936 5.127  0.000
H: -2.743 3.126 6.665  0.000
H: -4.277 0.501 6.043  0.000
H: -2.672 0.556 6.763  0.000
H: -2.941 -0.383 5.292  0.000
H: -0.898 1.978 6.719  0.000
H: 1.527 1.973 6.377  0.000
H: -1.563 1.611 2.494  0.010
H: 5.199 1.302 2.148  0.000
H: 6.625 0.922 0.169  0.000
H: 5.592 0.762 -2.074  0.000
H: 3.170 0.937 -2.335  0.005
C: 2.450 0.731 -6.504  -0.001
C: 1.222 0.114 -6.326  0.001
C: 0.488 0.321 -5.164  -0.004
C: 0.979 1.147 -4.154  0.000
C: 2.192 1.804 -4.369  -0.001
C: 2.926 1.593 -5.524  0.001
P: 0.051 1.581 -2.627  0.059
C: -1.589 0.856 -2.914  0.004
C: -2.744 1.607 -3.077  0.002
C: -3.965 0.968 -3.282  0.000
C: -4.035 -0.414 -3.319  0.000
C: -2.882 -1.175 -3.145  -0.001
C: -1.670 -0.539 -2.945  -0.002
C: -0.072 3.369 -2.805  0.010
C: -0.462 3.984 -3.971  -0.006
C: -0.464 5.385 -4.070  0.002
C: -0.044 6.137 -3.007  -0.005
C: 0.386 5.526 -1.807  0.007
C: 0.838 6.304 -0.713  -0.023
C: 1.267 5.701 0.437  0.006
C: 1.253 4.302 0.541  -0.073
C: 0.804 3.466 -0.479  0.078
C: 0.370 4.117 -1.691  -0.014
H: 3.018 0.568 -7.410  0.000
H: 0.817 -0.526 -7.099  0.000
H: -0.477 -0.157 -5.082  0.000
H: 2.546 2.552 -3.669  0.000
H: 3.857 2.125 -5.668  0.000
H: -2.701 2.689 -3.054  0.000
H: -4.860 1.560 -3.419  0.000
H: -4.986 -0.903 -3.490  0.000
H: -2.929 -2.256 -3.190  0.000
H: -0.758 -1.119 -2.872  0.011
H: -0.763 3.386 -4.825  0.000
H: -0.780 5.860 -4.989  0.000
H: -0.026 7.218 -3.075  0.000
H: 0.843 7.383 -0.806  0.000
H: 1.614 6.296 1.270  0.001
H: 1.599 3.878 1.475  0.010
O: 0.387 -0.585 0.108  0.075
P: 0.750 -2.112 0.128  -0.001
C: 2.276 -2.211 -0.861  -0.005
C: 2.058 -1.695 -2.293  -0.005
C: 1.634 -2.772 -3.282  -0.001
C: 2.656 -3.905 -3.303  0.000
C: 2.841 -4.515 -1.915  0.000
C: 3.176 -3.461 -0.864  -0.001
C: 0.998 -2.531 1.867  0.006
C: 1.208 -4.024 2.191  0.001
C: 1.747 -4.145 3.615  0.000
C: 3.160 -3.555 3.733  0.000
C: 3.384 -2.413 2.733  0.000
C: 2.097 -1.639 2.484  0.002
C: -0.717 -2.981 -0.480  0.001
C: -0.595 -4.494 -0.735  0.000
C: -1.983 -5.052 -1.038  0.000
C: -2.911 -4.973 0.184  0.000
C: -2.474 -3.872 1.154  0.000
C: -1.950 -2.649 0.410  0.001
H: 2.833 -1.425 -0.328  -0.007
H: 3.016 -1.282 -2.622  0.002
H: 1.367 -0.852 -2.302  -0.005
H: 1.523 -2.324 -4.272  0.000
H: 0.650 -3.168 -3.015  0.000
H: 3.614 -3.503 -3.648  0.000
H: 2.368 -4.675 -4.019  0.000
H: 3.652 -5.245 -1.936  0.000
H: 1.951 -5.074 -1.621  0.000
H: 4.183 -3.081 -1.070  0.000
H: 3.236 -3.919 0.122  0.000
H: 0.038 -2.233 2.304  0.000
H: 1.904 -4.498 1.494  0.000
H: 0.267 -4.564 2.100  0.000
H: 1.742 -5.190 3.925  0.000
H: 1.059 -3.626 4.289  0.000
H: 3.904 -4.335 3.567  0.000
H: 3.317 -3.196 4.751  0.000
H: 3.757 -2.807 1.782  0.000
H: 4.157 -1.731 3.092  0.000
H: 2.288 -0.787 1.842  -0.001
H: 1.722 -1.232 3.429  -0.002
H: -0.874 -2.507 -1.452  0.000
H: -0.155 -5.020 0.115  0.000
H: 0.061 -4.665 -1.583  0.000
H: -1.901 -6.081 -1.388  0.000
H: -2.403 -4.482 -1.875  0.000
H: -2.924 -5.929 0.708  0.000
H: -3.936 -4.793 -0.144  0.000
H: -1.698 -4.250 1.825  0.000
H: -3.305 -3.579 1.796  0.000
H: -1.728 -1.863 1.136  0.000
H: -2.740 -2.260 -0.238  -0.001
C: -4.661 -0.314 0.236  0.000
C: -3.668 0.793 0.165  0.000
C: -3.820 2.158 0.218  -0.002
C: -2.531 2.705 0.157  -0.003
N: -1.628 1.725 0.056  0.019
N: -2.342 0.577 0.068  0.016
C: -2.212 4.158 0.249  0.001
H: -5.644 0.089 0.469  0.000
H: -4.397 -1.033 1.012  0.000
H: -4.727 -0.842 -0.717  0.000
H: -4.742 2.703 0.331  0.000
H: -1.860 -0.298 -0.045  -0.008
H: -3.092 4.687 0.611  0.000
H: -1.950 4.576 -0.723  0.001
H: -1.390 4.353 0.934  0.000

Summary:
* charge: +2
* gap between HOMO and LUMO (spin up / spin down): 5.93 / 6.40 eV
* multiplicity: 2
* E_LUMO (spin up / spin down): -6.803 / -6.386 eV

Entry 8:
ORCA calculation (ωB97M-V/def2-TZVPD) on C3H3N3O2 in the gas phase in a non-equilibrium geometry.

Last column: Löwdin charge in e.
Geometry (Å):
C: 1.839 -0.340 0.061  -0.221
C: -1.644 -0.788 0.275  -0.142
C: -0.071 1.172 -0.227  -0.151
H: 2.017 -1.313 -0.094  0.104
H: -2.340 -1.731 0.336  0.159
H: 0.571 1.972 -0.123  0.114
N: 0.604 -0.024 -0.261  -0.007
N: -2.222 0.309 0.289  0.074
N: -1.317 1.516 -0.155  0.106
O: 2.856 0.440 0.274  -0.004
O: -0.294 -1.215 -0.375  -0.030

Summary:
* gap between HOMO and LUMO: 9.64 eV
* SMILES string: O=CN1C=NN=CO1
* E_LUMO: -0.486 eV

One value per record, in order, for total energy: -61401.77455; -25401.15431; -19202.81287; -16014.20680; -38004.65621; -153140.31485; -103532.01296; -11719.25972 eV.
One value per record, in order, for molecular weight: 546.29; 122.20; 120.17; 92.17; 245.16; 871.50; 1156.51; 113.08 u.